[1]
Entry from the Open Molecules 2025 dataset: a structure of composition C30H20BrN4OPd (ωB97M-V/def2-TZVPD).

Last column: Löwdin charge in e.
Positions of all 57 atoms, in Å:
Pd -1.322 3.249 -2.065  0.812
C 0.971 -6.953 6.828  0.037
O 0.085 -6.932 5.674  0.041
C -0.018 -5.890 4.919  -0.216
C 0.693 -4.672 5.122  0.058
C 0.489 -3.641 4.264  0.043
C -0.418 -3.762 3.168  -0.076
C -1.117 -4.983 2.972  0.024
C -0.928 -6.023 3.819  0.080
C -0.589 -2.632 2.306  -0.226
N 0.042 -1.472 2.465  0.223
C -0.401 -0.679 1.470  -0.146
C -1.320 -1.347 0.671  -0.093
N -1.430 -2.587 1.215  0.210
C -1.969 -0.736 -0.454  -0.050
C -2.911 -1.347 -1.293  0.045
C -3.483 -0.625 -2.312  0.003
C -3.109 0.707 -2.483  -0.073
N -2.207 1.294 -1.705  0.002
C -1.626 0.599 -0.706  -0.129
C -0.653 1.309 0.116  -0.132
N -0.390 2.596 -0.199  0.013
C 0.458 3.292 0.542  -0.076
C 1.108 2.740 1.647  0.007
C 0.862 1.431 1.977  0.055
C -0.042 0.691 1.205  -0.054
H 0.863 -7.943 7.251  0.113
H 0.657 -6.198 7.545  0.114
H 1.997 -6.788 6.508  0.113
H 1.382 -4.570 5.947  0.131
H 1.012 -2.704 4.397  0.131
H -1.809 -5.105 2.149  0.124
H -1.444 -6.966 3.698  0.149
H -2.032 -3.329 0.895  0.167
H -3.196 -2.381 -1.146  0.133
H -4.220 -1.064 -2.968  0.132
H -3.564 1.317 -3.253  0.130
H 0.621 4.324 0.259  0.116
H 1.787 3.349 2.226  0.131
H 1.347 0.963 2.825  0.138
Br -0.971 5.794 -2.335  0.944
C 0.557 5.573 -3.441  -0.522
C 1.272 6.716 -3.779  -0.051
C 2.375 6.595 -4.607  0.019
C 2.749 5.343 -5.098  0.072
C 2.010 4.199 -4.767  -0.152
C 2.341 2.943 -5.309  0.084
C 1.570 1.807 -5.022  0.003
C 0.475 1.909 -4.188  -0.052
C 0.138 3.131 -3.580  -0.104
C 0.884 4.295 -3.898  -0.234
H 0.972 7.687 -3.408  0.128
H 2.939 7.477 -4.878  0.139
H 3.614 5.250 -5.743  0.144
H 3.191 2.866 -5.977  0.144
H 1.831 0.855 -5.465  0.132
H -0.122 1.025 -4.000  0.104

Properties
⟨S²⟩: 6.07
Molar mass (Da): 638.8
Energy (eV): -112938.5238
Lowest unoccupied orbital energy (alpha / beta) (Ha): -0.3013 / -0.4053
Highest occupied orbital energy (alpha / beta) (eV): -15.70 / -16.36
Multiplicity: 5
Relative energy (zero: lowest compared OMol25 entry of this formula, charge and spin) (kcal/mol): 0.00
Charge: +3
Frontier orbital gap (alpha / beta) (Eh): 0.2759 / 0.1960

[2]
Entry from the Open Molecules 2025 dataset: a cluster of 2 separate species, CH9N2O in total at a distorted geometry (ωB97M-V/def2-TZVPD).

Last column: Löwdin charge in e.
Positions of all 13 atoms, in Å:
O 1.991 -0.944 -1.224  -0.037
H 2.612 -1.567 -0.846  0.066
H -1.605 -0.626 -0.571  0.153
H 2.117 -0.691 -2.141  0.063
N -0.762 -0.083 -0.618  0.169
C -0.243 0.676 0.599  -0.185
N -1.270 0.557 1.606  0.039
H -0.631 0.343 -1.553  0.173
H -0.072 -0.861 -0.850  0.141
H -0.127 1.717 0.325  0.135
H 0.692 0.250 0.886  0.114
H -1.018 -0.103 2.334  0.093
H -1.684 1.332 2.051  0.075

Properties
Molar mass (Da): 65.1
Energy (eV): -6203.9127
Lowest unoccupied orbital energy (Ha): -0.1267
Highest occupied orbital energy (eV): -14.60
Relative energy (zero: lowest compared OMol25 entry of this formula, charge and spin) (kcal/mol): 16.27
Charge: +1
Frontier orbital gap (Eh): 0.4097

[3]
Entry from the Open Molecules 2025 dataset: an isolated molecule of C14H18N2O6 at a distorted geometry (ωB97M-V/def2-TZVPD).

Last column: Löwdin charge in e.
Positions of all 40 atoms, in Å:
C -2.398 -1.025 -1.422  -0.274
C -0.979 -0.298 -1.132  -0.428
C -2.213 -2.542 -1.583  -0.131
C -3.505 -3.403 -1.577  -0.104
C -3.946 -3.654 -0.265  -0.510
C 0.655 -0.261 0.614  -0.222
C 0.932 -0.932 1.902  -0.423
C 0.688 1.304 1.103  -0.101
C 2.010 2.006 1.128  -0.203
C 2.395 2.467 -0.243  -0.022
C 2.936 2.319 2.195  -0.033
C 3.538 3.171 -0.487  -0.024
C 3.904 3.220 1.908  -0.076
C 4.260 3.539 0.685  -0.359
H -3.398 0.481 -2.181  0.084
H -2.281 -0.200 -3.164  0.035
H -2.871 -0.458 -0.492  0.181
H -1.938 -2.537 -2.638  0.121
H -1.424 -2.961 -0.875  0.135
H -3.199 -4.392 -1.727  0.125
H -4.276 -3.135 -2.308  0.147
H -5.205 -4.276 1.034  0.183
H -0.984 -1.671 0.365  0.182
H 1.678 -0.479 0.098  0.201
H -0.162 1.636 1.955  0.202
H 0.016 1.740 0.399  0.072
H 1.523 2.226 -0.919  0.122
H 2.685 1.963 3.216  0.135
H 3.805 3.885 -1.547  0.193
H 4.685 3.444 2.698  0.157
H 5.290 4.754 -0.505  0.179
H 2.562 0.153 2.025  0.078
N -3.107 -0.409 -2.649  0.049
N -0.486 -0.774 -0.002  0.095
O -0.480 0.591 -1.863  0.027
O -3.176 -3.332 0.690  0.031
O -5.145 -4.251 -0.004  0.080
O 0.089 -1.650 2.542  0.056
O 5.441 4.279 0.479  -0.034
O 2.082 -0.536 2.546  0.073

Properties
Molar mass (Da): 310.3
Energy (eV): -30071.3369
Lowest unoccupied orbital energy (Ha): 0.0161
Highest occupied orbital energy (eV): -8.99
SMILES string: N[C@@H](CCC(=O)O)C(=O)N[C@@H](Cc1ccc(O)cc1)C(=O)O
Relative energy (zero: lowest compared OMol25 entry of this formula, charge and spin) (kcal/mol): 123.55
Frontier orbital gap (Eh): 0.3463

[4]
Entry from the Open Molecules 2025 dataset: an isolated molecule of C3H7NO2 at a distorted geometry (ωB97M-V/def2-TZVPD).

Last column: Löwdin charge in e.
Positions of all 13 atoms, in Å:
C 1.055 0.129 1.179  -0.217
C 0.661 -0.795 -0.033  -0.241
C -2.271 0.232 -1.376  -0.046
H 1.967 1.868 1.283  0.061
H 1.794 -0.528 1.867  0.153
H 0.126 0.337 1.697  0.088
H 1.509 -1.147 -0.643  0.119
H 0.320 -1.807 0.351  0.123
H -3.154 0.668 -0.771  0.076
H -2.184 -0.027 -2.672  0.175
N -1.365 0.153 -0.409  -0.022
O 1.740 1.267 0.592  -0.071
O -0.196 -0.351 -1.066  -0.197

Properties
Molar mass (Da): 89.1
Energy (eV): -8805.3305
Lowest unoccupied orbital energy (Ha): 0.0378
Highest occupied orbital energy (eV): -9.57
SMILES string: C=NOCCO
Relative energy (zero: lowest compared OMol25 entry of this formula, charge and spin) (kcal/mol): 119.88
Frontier orbital gap (Eh): 0.3895

[5]
Entry from the Open Molecules 2025 dataset: a cluster of 2 separate species, C4H9N in total at a distorted geometry (ωB97M-V/def2-TZVPD).

Last column: Löwdin charge in e.
Positions of all 14 atoms, in Å:
C 0.807 2.710 3.222  -0.141
N -0.433 3.232 3.272  -0.028
H 0.641 1.792 2.568  0.058
H 1.773 2.932 3.780  0.074
H -0.309 4.100 3.892  0.038
C 0.476 -1.901 -1.054  -0.167
C -0.192 -1.655 -2.338  -0.282
C -1.392 -1.132 -2.615  -0.019
H 1.233 -2.836 -0.972  0.114
H 1.004 -0.953 -0.745  0.072
H -0.302 -2.127 -0.231  0.092
H 0.242 -2.422 -3.129  0.119
H -1.932 -1.614 -3.342  0.017
H -1.616 -0.127 -2.308  0.056

Properties
Molar mass (Da): 71.1
Energy (eV): -5780.0981
Lowest unoccupied orbital energy (Ha): 0.0330
Highest occupied orbital energy (eV): -8.83
SMILES string: C=CC.C=N
Relative energy (zero: lowest compared OMol25 entry of this formula, charge and spin) (kcal/mol): 85.64
Frontier orbital gap (Eh): 0.3577

[6]
Entry from the Open Molecules 2025 dataset: a structure of composition C27H20BF4N6O6RuS6 (ωB97M-V/def2-TZVPD).

Last column: Löwdin charge in e.
Positions of all 71 atoms, in Å:
Ru -0.080 -0.288 1.297  1.196
N 0.764 0.539 -0.339  -0.420
S 2.339 0.500 -0.701  1.121
C 2.657 1.873 -1.784  -0.395
C 1.739 2.299 -2.732  -0.058
C 2.054 3.390 -3.519  -0.057
C 3.279 4.031 -3.367  -0.059
C 4.192 3.587 -2.427  -0.061
C 3.879 2.503 -1.619  -0.099
C 2.560 -0.865 -1.838  -0.362
C 1.576 -1.827 -1.970  -0.071
C 1.813 -2.909 -2.807  -0.050
C 3.015 -3.021 -3.484  -0.064
C 3.997 -2.050 -3.330  -0.064
C 3.776 -0.965 -2.502  -0.069
H 0.174 0.448 -1.165  0.029
H 0.786 1.799 -2.851  0.115
H 1.342 3.749 -4.250  0.113
H 3.514 4.889 -3.983  0.111
H 5.140 4.094 -2.304  0.112
H 4.567 2.162 -0.855  0.104
H 0.653 -1.767 -1.411  0.085
H 1.055 -3.674 -2.907  0.116
H 3.195 -3.872 -4.127  0.108
H 4.940 -2.141 -3.852  0.108
H 4.537 -0.204 -2.380  0.110
O 1.466 5.895 1.760  -0.268
S 1.622 4.716 0.969  0.654
O 1.458 4.786 -0.453  -0.274
N 0.622 3.510 1.577  -0.029
C 1.320 2.537 2.026  -0.718
S 0.601 1.180 2.883  0.711
C 2.802 2.661 1.919  -0.250
C 3.784 1.757 2.289  -0.026
C 5.110 2.136 2.108  -0.054
C 5.437 3.385 1.585  -0.068
C 4.446 4.285 1.202  -0.041
C 3.138 3.885 1.373  -0.229
H 3.521 0.783 2.684  0.106
H 5.900 1.453 2.388  0.111
H 6.478 3.659 1.473  0.109
H 4.690 5.254 0.787  0.126
F 0.556 -2.583 0.958  -0.049
B 1.942 -2.730 1.421  -1.262
F 2.394 -1.378 1.543  0.019
F 1.929 -3.345 2.644  0.161
F 2.660 -3.398 0.463  0.165
S -6.754 0.086 2.774  0.792
C -5.507 -0.960 2.635  -1.033
S -3.923 -0.739 3.326  1.105
C -3.411 -2.185 2.533  -0.864
N -4.390 -2.824 1.879  0.079
N -5.512 -2.152 1.937  -0.130
C -6.610 -2.636 1.146  -0.221
C -6.382 -2.838 -0.205  0.005
C -7.425 -3.313 -0.983  -0.057
C -8.659 -3.578 -0.407  -0.069
C -8.862 -3.373 0.951  -0.064
C -7.831 -2.895 1.743  -0.035
S -1.856 -2.841 2.449  1.065
H -5.411 -2.611 -0.625  0.111
H -7.272 -3.473 -2.042  0.111
H -9.470 -3.950 -1.020  0.108
H -9.823 -3.588 1.396  0.110
H -7.967 -2.734 2.803  0.112
O -1.394 -0.792 3.948  -0.293
N -0.934 -1.349 2.931  -0.573
O -2.354 0.456 0.897  -0.081
N -2.521 -0.491 0.097  -0.564
O -3.596 -0.771 -0.385  0.059
O -1.475 -1.180 -0.168  -0.164

Properties
⟨S²⟩: 8.81
Molar mass (Da): 904.8
Energy (eV): -128685.9792
Lowest unoccupied orbital energy (alpha / beta) (Ha): -0.0302 / -0.1383
Highest occupied orbital energy (alpha / beta) (eV): -8.30 / -9.20
Multiplicity: 6
Relative energy (zero: lowest compared OMol25 entry of this formula, charge and spin) (kcal/mol): 9.94
Frontier orbital gap (alpha / beta) (Eh): 0.2748 / 0.1998

Which of these has the lowest molar mass?
CH9N2O

The lowest relative energy (zero: lowest compared OMol25 entry of this formula, charge and spin) belongs to which entry?
C30H20BrN4OPd

What did the fourth record say?
Entry from the Open Molecules 2025 dataset: an isolated molecule of C3H7NO2 at a distorted geometry (ωB97M-V/def2-TZVPD).

Last column: Löwdin charge in e.
Positions of all 13 atoms, in Å:
C 1.055 0.129 1.179  -0.217
C 0.661 -0.795 -0.033  -0.241
C -2.271 0.232 -1.376  -0.046
H 1.967 1.868 1.283  0.061
H 1.794 -0.528 1.867  0.153
H 0.126 0.337 1.697  0.088
H 1.509 -1.147 -0.643  0.119
H 0.320 -1.807 0.351  0.123
H -3.154 0.668 -0.771  0.076
H -2.184 -0.027 -2.672  0.175
N -1.365 0.153 -0.409  -0.022
O 1.740 1.267 0.592  -0.071
O -0.196 -0.351 -1.066  -0.197

Properties
Molar mass (Da): 89.1
Energy (eV): -8805.3305
Lowest unoccupied orbital energy (Ha): 0.0378
Highest occupied orbital energy (eV): -9.57
SMILES string: C=NOCCO
Relative energy (zero: lowest compared OMol25 entry of this formula, charge and spin) (kcal/mol): 119.88
Frontier orbital gap (Eh): 0.3895

What is the formula in the sixth record?
C27H20BF4N6O6RuS6